Entry from the OMol25 dataset: a molecular structure, C24H18AsBrCl5F8N2O3Ti (ωB97M-V/def2-TZVPD).

Element x y z (Å)
1 N -1.54985 -5.63105 2.14397
2 O 3.09389 2.13321 0.96639
3 H -2.02832 -0.05632 -2.92973
4 Cl 0.14519 3.40009 4.50661
5 F -0.56508 3.35550 -2.99685
6 As -1.79286 3.34961 -1.75504
7 H -2.78358 -0.92765 5.08268
8 H 1.27420 -1.63251 -1.96549
9 C 2.82064 0.55274 -3.55816
10 C 1.78826 1.27034 4.09908
11 H -2.97408 -1.98145 -1.59139
12 C 3.14424 1.37536 -1.29559
13 H -1.90396 -3.26107 -1.01261
14 F -1.04695 1.83243 -1.13313
15 Cl 1.95416 -1.64832 1.32253
16 C 4.51146 1.52248 -1.59689
17 C 1.61958 -0.16036 2.15837
18 C 2.56052 1.62932 0.02345
19 C -1.69779 -3.13697 2.73418
20 O -0.82847 -0.80547 -0.69327
21 F -3.50291 0.60877 -0.92388
22 Ti -1.13226 0.34980 0.48505
23 Br 5.77764 2.14282 -0.32515
24 H -2.66512 -3.40825 4.68027
25 C -2.29623 -2.69246 3.96013
26 C 2.09789 0.07193 3.41442
27 C 4.17816 0.68194 -3.82200
28 C 0.31016 1.86501 2.30275
29 H -1.95137 0.62480 3.38988
30 H 1.26156 0.81940 -2.11727
31 H 2.15109 0.17845 -4.32221
32 F -2.48651 4.84188 -2.37545
33 C -1.89971 -0.44003 3.21969
34 C -3.22235 0.40090 0.43390
35 H -3.93777 1.02493 0.98406
36 C -2.06139 -2.53391 -1.81075
37 Cl 3.09999 -1.10452 4.18945
38 C -1.60516 -4.50807 2.40961
39 C 5.01791 1.17666 -2.83701
40 F -0.73058 4.28817 -0.76301
41 Cl -1.18638 2.56910 1.74547
42 C 0.43299 -2.32244 -2.04021
43 H 6.07606 1.29678 -3.02456
44 N -1.35089 -0.86178 2.01767
45 C 0.78772 0.79887 1.43900
46 H -2.17624 -3.05963 -2.75993
47 H -0.81044 -2.50683 0.90378
48 H -0.27985 0.12238 -3.12531
49 H -1.13601 -1.15933 -4.00261
50 Cl 2.63273 1.71266 5.54075
51 F -3.69478 -0.91770 0.63313
52 H 0.46911 -2.82638 -3.00750
53 F -3.00719 3.31936 -0.51877
54 C -0.88377 -1.55346 -1.88200
55 C -1.25737 -2.19012 1.83262
56 O 1.26736 1.14003 0.10583
57 C -2.35816 -1.32624 4.17079
58 H 0.52906 -3.06408 -1.24558
59 C -1.09414 -0.60061 -3.06586
60 F -2.80389 2.45893 -2.84318
61 C 0.79652 2.09689 3.55644
62 H 4.58468 0.40480 -4.78578
63 C 2.31866 0.90068 -2.32584

The spin multiplicity is 2. The calculation puts the relative energy (zero: lowest compared OMol25 entry of this formula, charge and spin) at 297.8 kJ/mol. The expectation value of S² is 0.78. The charge is -2. The molar mass comes out at 914.36 Da. The highest occupied orbital energy (alpha / beta) comes out at -0.544 / -0.890 eV. The HOMO-LUMO gap (alpha / beta) comes out at 4.49 / 4.84 eV.

---

Entry from the OMol25 dataset: a molecular structure, C24H18AuF6N3O4S2Se2Te (ωB97M-V/def2-TZVPD).

Element x y z (Å)
1 C -3.59055 -0.63577 0.94453
2 F 3.69165 -3.22037 0.71953
3 Se -0.14105 2.29253 2.22613
4 H -0.35125 1.66313 -2.19897
5 H -2.80705 -2.42767 -3.49887
6 O 3.08625 -0.54427 -0.20037
7 C 1.12675 -2.50197 -1.16427
8 H 2.07305 -4.19157 -2.08067
9 H -2.11915 -2.11287 -1.15777
10 S 2.53105 -0.85987 2.66973
11 O 1.54635 -0.06227 1.91723
12 C -1.16895 -0.21787 -1.55477
13 H -1.02375 4.97993 1.60413
14 N 0.92635 3.03643 -0.31457
15 C -3.13555 1.69383 0.53803
16 H -2.29845 -0.69597 -5.18407
17 C -1.87575 -1.35967 -1.89737
18 C 0.56375 5.15653 -1.36887
19 Au 2.00315 1.26673 -0.29517
20 H 0.32205 -4.77557 1.79113
21 H -0.63185 6.57783 -0.26637
22 C -2.27455 -1.53287 -3.21467
23 C 0.20495 -2.81947 0.92503
24 N 3.97905 -0.60387 2.15333
25 Te -0.55545 0.02703 0.53813
26 C -2.68215 0.40033 0.77153
27 H 0.74875 5.80023 -2.21457
28 F 4.69325 -2.63147 -1.08257
29 Se -0.75535 -1.92347 2.25433
30 C -4.49545 1.95283 0.53283
31 C -0.20815 5.58383 -0.29187
32 H -2.42145 2.49423 0.37273
33 H -5.65605 -1.18467 1.02233
34 F 3.05265 -0.41597 5.31683
35 C -1.98785 -0.56117 -4.15917
36 C 1.25185 -4.66457 -0.15207
37 F 5.82415 -2.89617 0.74213
38 F 1.08015 0.06583 4.55713
39 C -4.95105 -0.37677 0.90343
40 C -0.42245 4.70083 0.75083
41 H 1.71015 3.52033 -2.15327
42 H -4.84175 2.96443 0.39173
43 O 2.10635 -2.20987 2.83063
44 H -3.24425 -1.65177 1.11743
45 H 1.55745 -5.70017 -0.17347
46 C -5.40125 0.91823 0.70153
47 C 2.39545 0.06523 4.29553
48 F 2.74825 1.32083 4.05403
49 C 4.69185 -2.47657 0.23433
50 H -1.09165 1.34993 -4.52987
51 C -1.30665 0.58793 -3.79707
52 C 0.57235 -4.15867 0.94453
53 C -0.88795 0.76623 -2.48367
54 N 0.46745 -2.02827 -0.11687
55 C 0.15725 3.42783 0.71933
56 H 1.30055 -1.80817 -1.97517
57 C 1.53985 -3.82197 -1.22107
58 C 1.10795 3.88743 -1.33677
59 H -6.46015 1.12273 0.68263
60 O 5.40915 0.12473 0.24083
61 S 4.31795 -0.67657 0.62093

The calculation puts the relative energy (zero: lowest compared OMol25 entry of this formula, charge and spin) at 232.3 kJ/mol. The charge is +2. The molar mass comes out at 1073.03 Da. The highest occupied orbital energy (alpha / beta) comes out at -14.413 / -14.422 eV. The HOMO-LUMO gap (alpha / beta) comes out at 4.54 / 4.63 eV.

---

Entry from the OMol25 dataset: a molecular structure, C24H18N4O5Ru (ωB97M-V/def2-TZVPD).

Element x y z (Å)
1 C 3.58539 2.15944 2.21869
2 C 4.26715 0.82676 -1.87297
3 H 0.16559 -0.54211 -3.73565
4 Ru 0.17737 -0.36475 -0.33163
5 C 1.66721 0.74503 2.17725
6 H 1.26452 -1.62097 -4.58918
7 C 4.34999 0.43340 -3.19866
8 C -4.00201 -0.83769 -1.61275
9 O -5.88487 0.54149 -1.59057
10 H 5.23339 0.65637 -3.78152
11 O -0.22321 1.73769 -0.15181
12 H 3.31736 -0.56723 -4.79170
13 H 4.23614 2.85284 2.73316
14 C -1.23617 -1.44803 2.48913
15 C -1.84115 -2.24593 -1.57218
16 C -1.70343 -1.19144 3.77658
17 C -2.47252 1.19137 -0.56712
18 C -3.80692 1.44048 -0.78776
19 H -2.82380 -2.15696 1.23493
20 C -1.08089 -0.24013 4.55312
21 H -1.43744 -0.02153 5.55047
22 H -4.58422 -1.64299 -2.03776
23 C -1.89207 -2.52015 1.67508
24 C 2.97382 0.93516 0.26792
25 N -0.19579 -0.76658 1.98572
26 C 0.45391 0.12320 2.76547
27 C -2.66528 -0.99192 -1.34278
28 H -6.19818 1.42708 -1.37442
29 O -1.80276 3.22431 0.45866
30 C 3.83105 1.82320 0.89892
31 C -1.44705 2.17822 -0.02442
32 H 4.66293 2.26664 0.37446
33 O -2.32994 -3.23633 -2.04779
34 H -1.23889 -2.88104 0.88795
35 C 3.29014 -0.24554 -3.76069
36 C 2.16476 -0.52929 -2.99135
37 C 3.12546 0.52934 -1.15565
38 C 0.99977 -1.23797 -3.60691
39 N 2.09860 -0.14854 -1.70512
40 C 0.03035 0.41452 4.04571
41 H 2.29232 1.87911 3.89785
42 C 2.49295 1.61609 2.87123
43 N -1.94592 0.00432 -0.83322
44 H -2.15001 -3.35840 2.32090
45 N 1.93336 0.41142 0.91563
46 O -0.59788 -2.11698 -1.15681
47 C -4.58210 0.40560 -1.32459
48 H 5.09087 1.34839 -1.41108
49 H -4.22171 2.41323 -0.55578
50 H 0.54995 1.14342 4.64779
51 H 0.65693 -2.06083 -2.98495
52 H -2.54709 -1.75481 4.15019

The spin multiplicity is 6. The calculation puts the relative energy (zero: lowest compared OMol25 entry of this formula, charge and spin) at 18.6 kJ/mol. The expectation value of S² is 8.76. The charge is +1. The molar mass comes out at 543.50 Da. The highest occupied orbital energy (alpha / beta) comes out at -11.604 / -12.162 eV. The HOMO-LUMO gap (alpha / beta) comes out at 8.03 / 7.56 eV.

---

Entry from the OMol25 dataset: a molecular structure, C24H18N5ORe (ωB97M-V/def2-TZVPD).

Element x y z (Å)
1 H -4.76050 2.40663 -0.60491
2 C 0.80508 1.56410 4.71758
3 N 1.85698 -0.62049 -1.22991
4 N 1.09584 3.88862 1.08887
5 H -1.51124 -5.22365 -2.07482
6 C -1.83291 -1.94241 -1.37576
7 C -4.21457 1.48391 -0.74127
8 N 0.54415 2.17348 -0.14976
9 C 0.10699 -3.83820 -1.83754
10 C 0.65579 1.78569 2.31112
11 C 0.90459 2.32963 3.57552
12 C 0.43533 -2.51935 -1.57180
13 C 0.75626 3.26343 -0.97299
14 H 1.31512 4.46897 1.88528
15 H -5.94396 0.22667 -0.95875
16 H 0.37233 -0.38547 5.53708
17 C 0.44888 0.20959 4.63724
18 H 1.00335 2.01232 5.68167
19 C 1.79504 -1.95248 -1.52114
20 C -1.23337 -4.19915 -1.86607
21 C 0.19792 -0.35806 3.41745
22 H 5.08836 -2.59097 -1.91838
23 N -0.52892 -1.60632 -1.34751
24 H -3.25917 -3.53016 -1.67068
25 C -2.73014 -0.79948 -1.12930
26 C -2.83416 1.49984 -0.70970
27 C 1.09892 4.33144 -0.20482
28 H 1.18200 3.36946 3.68880
29 C 4.17922 -2.03318 -1.73539
30 C -4.86288 0.27537 -0.95002
31 H 1.33741 5.34410 -0.48581
32 C 4.22893 -0.67189 -1.47287
33 H -2.29465 2.41973 -0.52519
34 C -2.21743 -3.24669 -1.63745
35 H 5.16264 -0.12768 -1.46420
36 C 0.76072 2.58535 1.12524
37 C -4.10867 -0.87608 -1.15047
38 H 0.65133 3.21440 -2.04420
39 Re 0.00009 0.27727 -0.79488
40 O 0.02991 -0.24365 1.11795
41 N -2.10172 0.38787 -0.88824
42 C 2.94606 -2.67617 -1.76303
43 H -4.59571 -1.82377 -1.32818
44 C 0.29278 0.40466 2.23036
45 H -0.07901 -1.39929 3.31814
46 H 0.86968 -4.57954 -2.02502
47 H 2.88653 -3.73289 -1.97859
48 C 3.04921 -0.00127 -1.21795
49 H 3.05158 1.05577 -0.98569

The spin multiplicity is 2. The expectation value of S² is 0.85. The charge is +3. The molar mass comes out at 578.65 Da. The highest occupied orbital energy (alpha / beta) comes out at -17.402 / -17.252 eV. The HOMO-LUMO gap (alpha / beta) comes out at 5.96 / 5.52 eV.

---

Which of these has the lowest molar mass? C24H18N4O5Ru

---

Among the records above, which one has the lowest molar mass? C24H18N4O5Ru

---

What did the first record say?
Entry from the OMol25 dataset: a molecular structure, C24H18AsBrCl5F8N2O3Ti (ωB97M-V/def2-TZVPD).

Element x y z (Å)
1 N -1.54985 -5.63105 2.14397
2 O 3.09389 2.13321 0.96639
3 H -2.02832 -0.05632 -2.92973
4 Cl 0.14519 3.40009 4.50661
5 F -0.56508 3.35550 -2.99685
6 As -1.79286 3.34961 -1.75504
7 H -2.78358 -0.92765 5.08268
8 H 1.27420 -1.63251 -1.96549
9 C 2.82064 0.55274 -3.55816
10 C 1.78826 1.27034 4.09908
11 H -2.97408 -1.98145 -1.59139
12 C 3.14424 1.37536 -1.29559
13 H -1.90396 -3.26107 -1.01261
14 F -1.04695 1.83243 -1.13313
15 Cl 1.95416 -1.64832 1.32253
16 C 4.51146 1.52248 -1.59689
17 C 1.61958 -0.16036 2.15837
18 C 2.56052 1.62932 0.02345
19 C -1.69779 -3.13697 2.73418
20 O -0.82847 -0.80547 -0.69327
21 F -3.50291 0.60877 -0.92388
22 Ti -1.13226 0.34980 0.48505
23 Br 5.77764 2.14282 -0.32515
24 H -2.66512 -3.40825 4.68027
25 C -2.29623 -2.69246 3.96013
26 C 2.09789 0.07193 3.41442
27 C 4.17816 0.68194 -3.82200
28 C 0.31016 1.86501 2.30275
29 H -1.95137 0.62480 3.38988
30 H 1.26156 0.81940 -2.11727
31 H 2.15109 0.17845 -4.32221
32 F -2.48651 4.84188 -2.37545
33 C -1.89971 -0.44003 3.21969
34 C -3.22235 0.40090 0.43390
35 H -3.93777 1.02493 0.98406
36 C -2.06139 -2.53391 -1.81075
37 Cl 3.09999 -1.10452 4.18945
38 C -1.60516 -4.50807 2.40961
39 C 5.01791 1.17666 -2.83701
40 F -0.73058 4.28817 -0.76301
41 Cl -1.18638 2.56910 1.74547
42 C 0.43299 -2.32244 -2.04021
43 H 6.07606 1.29678 -3.02456
44 N -1.35089 -0.86178 2.01767
45 C 0.78772 0.79887 1.43900
46 H -2.17624 -3.05963 -2.75993
47 H -0.81044 -2.50683 0.90378
48 H -0.27985 0.12238 -3.12531
49 H -1.13601 -1.15933 -4.00261
50 Cl 2.63273 1.71266 5.54075
51 F -3.69478 -0.91770 0.63313
52 H 0.46911 -2.82638 -3.00750
53 F -3.00719 3.31936 -0.51877
54 C -0.88377 -1.55346 -1.88200
55 C -1.25737 -2.19012 1.83262
56 O 1.26736 1.14003 0.10583
57 C -2.35816 -1.32624 4.17079
58 H 0.52906 -3.06408 -1.24558
59 C -1.09414 -0.60061 -3.06586
60 F -2.80389 2.45893 -2.84318
61 C 0.79652 2.09689 3.55644
62 H 4.58468 0.40480 -4.78578
63 C 2.31866 0.90068 -2.32584

The spin multiplicity is 2. The calculation puts the relative energy (zero: lowest compared OMol25 entry of this formula, charge and spin) at 297.8 kJ/mol. The expectation value of S² is 0.78. The charge is -2. The molar mass comes out at 914.36 Da. The highest occupied orbital energy (alpha / beta) comes out at -0.544 / -0.890 eV. The HOMO-LUMO gap (alpha / beta) comes out at 4.49 / 4.84 eV.